[1]
C4H6N2 | wB97M-V/def2-TZVPD

Results
Net charge ... 0
LUMO ... 0.87 eV
Calculated total energy ... -7222.471 eV
Energy relative to the best compared isomer or geometry (same formula, charge and spin) ... 71.9 kcal per mole
HOMO level ... -9.9949 eV
Structure (SMILES) ... C[C@H]1N[C@H]1C#N

XYZ file:
```
12
C4H6N2, DFT wB97M-V/def2-TZVPD
C -0.799 -0.602 1.629
H 2.098 -0.236 0.164
C 0.071 0.530 -0.413
N -1.265 0.122 -0.742
H 0.177 1.660 -0.773
C -0.912 0.436 0.655
H -1.334 -0.884 -0.873
H -1.297 1.379 1.004
N -0.734 -1.429 2.434
H 1.386 0.567 -1.359
C 1.304 -0.291 -0.598
H 1.305 -1.254 -1.128
```


[2]
C20H24F5NO2P2SnTe | wB97M-V/def2-TZVPD

Results
Net charge ... +2
LUMO (alpha / beta) ... -9.11 / -9.53 eV
Calculated total energy ... -71987.799 eV
HOMO level (alpha / beta) ... -13.1675 / -12.4369 eV

XYZ file:
```
56
C20H24F5NO2P2SnTe, DFT wB97M-V/def2-TZVPD
H -1.871 -3.392 2.105
P -2.534 0.555 0.621
H 3.201 -3.550 -1.478
H -3.628 2.673 0.513
C -0.936 3.572 -2.914
Te 1.771 2.098 2.600
C 0.580 -2.916 -0.873
H 2.308 -2.826 1.803
Sn -0.237 -0.153 1.600
H -1.931 2.841 1.082
O 0.604 1.630 1.091
C 1.354 -3.352 1.919
C -1.422 -3.597 1.125
H -3.919 -0.584 2.254
H -2.990 2.987 -2.560
C 2.974 -2.492 -1.632
H 2.919 2.362 -2.074
P 0.076 -2.603 0.878
C 0.776 2.051 -2.133
H -3.895 -1.460 0.698
H -3.647 0.906 -1.438
C 3.994 -1.604 -2.005
C -3.932 -0.465 1.163
F 2.792 2.331 4.388
C -2.619 0.576 -1.224
H -1.140 -4.658 1.077
C 3.756 -0.232 -2.062
H 4.550 0.487 -2.268
H 1.196 4.006 -2.907
H 0.876 -3.977 -0.892
H -0.339 -2.749 -1.456
C 1.684 -2.027 -1.415
F 3.254 2.171 1.252
C -0.225 1.073 -1.918
F 1.500 3.936 2.251
H -4.861 0.042 0.867
C 2.466 0.258 -1.854
F 1.538 -0.332 2.694
N 0.110 -0.209 -1.627
F -0.009 2.016 3.589
H -1.204 4.529 -3.366
C -1.203 -0.592 3.869
H -2.467 -0.466 -1.540
C 2.148 1.702 -1.653
C -1.603 1.467 -1.921
C 0.410 3.283 -2.680
H 1.060 -3.297 2.975
O -1.132 -0.659 5.006
H 1.471 -4.404 1.625
H 5.003 -1.973 -2.184
H 2.130 1.849 -0.541
H -3.192 2.267 2.209
C -1.940 2.687 -2.491
C 1.397 -0.647 -1.662
C -2.851 2.248 1.164
H -2.170 -3.385 0.348
```


[3]
C31H40BrO2RuS5Se | wB97M-V/def2-TZVPD

Results
Net charge ... -2
LUMO (alpha / beta) ... 3.81 / 3.81 eV
Calculated total energy ... -229043.638 eV
Expectation value of S² ... 0.7608
Energy relative to the best compared isomer or geometry (same formula, charge and spin) ... 23.1 kcal per mole
Spin multiplicity ... 2
HOMO level (alpha / beta) ... -1.1434 / -1.0722 eV

XYZ file:
```
81
C31H40BrO2RuS5Se, DFT wB97M-V/def2-TZVPD
C -0.747 4.450 0.725
Se -0.383 1.752 1.657
H -0.791 4.680 1.782
C -5.917 1.451 4.862
H -4.812 -2.218 -1.416
H -5.961 0.680 2.099
C -4.184 0.193 1.058
C -4.460 3.460 4.838
H -3.657 -0.877 -1.581
C -2.500 7.357 -0.500
H 0.010 7.671 -1.578
C 1.986 -2.168 1.511
H -2.475 2.713 3.488
H -3.352 -2.140 -0.408
H -0.784 4.189 -5.427
H -0.054 5.295 -4.259
H 0.976 1.830 -3.227
Ru 0.043 -0.156 -0.101
H -6.344 -1.397 1.772
H -4.894 -2.397 1.617
C -4.972 -0.785 0.166
H -1.565 1.411 -3.135
C -1.695 2.297 -3.755
H 0.807 2.459 -4.877
H -1.386 8.208 1.801
C -2.781 0.449 0.941
H 0.933 7.451 -0.091
C -4.349 1.796 2.934
H -6.976 3.821 3.941
H -2.011 6.576 2.076
H 1.572 3.453 -3.621
S 3.386 -2.948 2.186
H -6.207 -2.551 0.436
C -0.915 5.432 -0.235
S 3.653 -5.863 2.795
H -3.316 6.744 -0.112
C -0.034 7.765 -0.491
C -0.446 2.713 -0.987
H -6.613 -0.678 -1.254
H -6.968 2.643 2.618
Br 1.270 -1.070 -2.048
H -5.162 0.857 5.379
H -3.686 2.940 5.406
H -6.541 0.766 4.284
C -2.986 2.021 2.829
C -1.160 6.903 0.097
C -5.649 -1.842 1.056
C -4.138 -1.547 -0.871
C -1.208 7.147 1.605
H -5.882 4.030 2.556
H -5.136 3.944 5.548
C -2.239 1.367 1.862
C 0.778 2.725 -3.815
O -0.218 1.483 -1.318
C -0.592 3.328 -3.467
C -4.895 0.878 2.031
H -2.700 8.404 -0.249
H -6.759 0.488 0.072
H -1.802 4.988 -4.223
H -0.996 5.779 -2.341
O -2.054 -0.128 0.044
C 2.790 -4.552 2.209
C -0.823 4.529 -4.389
H -0.267 6.867 2.084
H -2.680 2.727 -3.550
H -0.186 8.822 -0.246
C 0.954 -2.971 1.216
H -1.660 1.998 -4.807
S -0.543 -2.359 0.571
C -0.633 3.722 -1.989
C -5.248 2.493 3.954
H -2.502 7.263 -1.588
S 1.210 -4.659 1.554
C -0.535 3.129 0.350
C -6.336 3.294 3.224
S 1.895 -0.431 1.320
H -6.551 1.939 5.610
H -5.587 0.768 -1.221
C -0.856 5.021 -1.578
C -6.051 -0.002 -0.601
H -3.978 4.240 4.243
```


[4]
C3H7NO | wB97M-V/def2-TZVPD

Results
Net charge ... 0
LUMO ... 0.92 eV
Calculated total energy ... -6758.647 eV
Energy relative to the best compared isomer or geometry (same formula, charge and spin) ... 94.6 kcal per mole
HOMO level ... -8.5576 eV

XYZ file:
```
12
C3H7NO, DFT wB97M-V/def2-TZVPD
C 1.833 0.007 0.647
H -0.513 1.693 1.137
N -0.712 1.174 0.276
C -1.572 -0.767 -0.389
H 1.854 0.647 -0.241
H -1.635 0.700 -0.532
O 0.624 -0.756 0.674
H -2.515 -0.677 0.151
C -0.487 -0.145 0.273
H 1.938 0.622 1.545
H 2.646 -0.721 0.605
H -1.441 -1.718 -0.901
```


[5]
C7H7N | wB97M-V/def2-TZVPD

Results
Net charge ... 0
LUMO ... 0.64 eV
Calculated total energy ... -8858.852 eV
Energy relative to the best compared isomer or geometry (same formula, charge and spin) ... 63.9 kcal per mole
HOMO level ... -9.8532 eV
Structure (SMILES) ... c1ccncc1.C#C

XYZ file:
```
15
C7H7N, DFT wB97M-V/def2-TZVPD
N -2.059 0.014 -1.360
H -3.162 -0.367 0.353
H -1.314 0.339 1.897
C -1.198 0.288 0.860
H 2.981 -1.473 2.611
C -2.168 -0.076 -0.017
H 1.610 -0.404 -0.193
C -0.924 0.309 -1.925
C 0.186 0.576 -1.127
C 2.732 -1.275 1.611
C 0.014 0.633 0.265
H 0.782 1.112 0.837
H 1.205 0.869 -1.405
H -0.911 0.190 -3.017
C 2.227 -0.735 0.610
```


[6]
CH8N3Si | wB97M-V/def2-TZVPD

Results
Net charge ... +1
LUMO ... -3.30 eV
Calculated total energy ... -13510.201 eV
Energy relative to the best compared isomer or geometry (same formula, charge and spin) ... 0.0 kcal per mole
HOMO level ... -15.0508 eV
Structure (SMILES) ... N/C=[NH+]\[SiH2]N

XYZ file:
```
13
CH8N3Si, DFT wB97M-V/def2-TZVPD
N 1.615 0.710 0.141
N 0.305 -1.169 -0.087
H -1.797 1.776 0.456
H 2.365 -1.170 -0.159
H 0.778 1.285 0.249
N -1.209 1.181 -0.112
H -1.723 -0.768 1.497
H 2.529 1.136 0.155
Si -1.394 -0.521 0.105
H 0.342 -2.169 -0.223
C 1.464 -0.574 -0.038
H -1.195 1.557 -1.051
H -2.081 -1.275 -0.933
```


[7]
C3H4IN3O | wB97M-V/def2-TZVPD

Results
Net charge ... 0
LUMO (alpha / beta) ... -1.08 / -1.19 eV
Calculated total energy ... -17786.387 eV
Energy relative to the best compared isomer or geometry (same formula, charge and spin) ... 139.3 kcal per mole
HOMO level (alpha / beta) ... -7.4792 / -7.3749 eV

XYZ file:
```
12
C3H4IN3O, DFT wB97M-V/def2-TZVPD
N 1.166 2.282 -0.422
H -1.421 -3.062 -0.861
C 0.807 0.998 0.130
O -0.742 0.943 0.324
N -1.473 -0.090 0.257
H 2.019 2.658 0.116
I 3.414 -0.496 0.159
H -2.498 -2.620 0.552
H 0.578 3.175 -0.396
C -1.387 -1.220 -0.195
C 1.414 -0.104 0.537
N -1.877 -2.462 -0.201
```


[8]
C10H16O | wB97M-V/def2-TZVPD

Results
Net charge ... 0
LUMO ... 0.87 eV
Calculated total energy ... -12676.012 eV
Energy relative to the best compared isomer or geometry (same formula, charge and spin) ... 39.5 kcal per mole
HOMO level ... -8.6995 eV
Structure (SMILES) ... Cc1ccc(O)cc1.CCC

XYZ file:
```
27
C10H16O, DFT wB97M-V/def2-TZVPD
H -0.096 0.505 1.506
C 1.771 1.375 2.027
C -0.334 2.722 1.174
C -0.508 -1.907 0.017
H 0.219 3.590 1.583
H 2.017 -0.162 -1.467
C 0.245 1.504 1.839
C 0.034 0.320 -1.538
H 2.026 1.891 2.953
C 0.829 -1.658 -0.318
H 0.007 -3.550 1.291
H -1.432 -2.765 1.737
H -1.347 2.841 1.575
H -0.387 2.719 0.080
H -0.192 1.246 -3.158
O 0.374 1.367 -2.398
H -2.622 -1.309 -0.316
H 2.367 1.608 1.130
H 2.013 0.304 2.020
C 1.052 -0.535 -1.095
C -1.567 -1.100 -0.412
H -2.135 0.660 -1.430
C -1.264 0.087 -1.111
H -1.450 -3.839 0.295
H -0.051 1.401 2.908
C -0.877 -3.072 0.835
H 1.717 -2.265 -0.166
```